one) DFT (ωB97M-V with the def2-TZVPD basis set) results for a 2-piece molecular cluster, C7H10O2 overall.

XYZ file:
```
19
C7H10O2 | OMol25 | ωB97M-V with the def2-TZVPD basis set
C -1.09098 1.53256 -0.14986
C -2.22422 -0.78365 -0.25194
C 0.59227 0.28726 1.84422
C 1.88450 -0.47579 -0.07022
C -1.04401 0.05968 0.13208
C -0.00072 -0.50971 0.86960
C 1.78518 -0.31604 -1.37222
O 2.92509 -0.77693 0.73390
O 1.00032 1.10309 2.53436
H 3.76426 -0.82499 0.24286
H -0.05082 -1.55855 1.15144
H -1.55616 1.71882 -1.12312
H -0.08766 1.96982 -0.18330
H -1.67396 2.10997 0.58393
H -2.01742 -1.85109 -0.13770
H -2.49783 -0.61087 -1.30025
H -3.12448 -0.56346 0.34032
H 2.61504 -0.42127 -2.06817
H 0.80159 -0.08884 -1.77593
```

Computed properties:
Molecular weight in Da: 126.2
2S+1: 1

=====

two) DFT (ωB97M-V with the def2-TZVPD basis set) results for the molecule C7H10O2.

XYZ file:
```
19
C7H10O2 | OMol25 | ωB97M-V with the def2-TZVPD basis set
C -1.28876 0.70566 1.05437
C -0.07226 0.09620 1.68383
C 0.53879 -0.16239 0.25889
C 0.36385 -1.50503 -0.62889
C -0.40755 -0.83788 -1.92462
O 0.03779 0.55639 -1.82039
C 0.11746 1.01537 -0.52650
C 1.58892 0.94006 -0.00216
O -0.76579 1.71306 0.03423
H -2.03239 -0.04080 0.40868
H -1.91845 1.27648 1.81146
H -0.06746 -0.80663 2.50800
H 0.60975 0.97758 2.32866
H -0.28864 -2.15418 -0.11690
H 1.17395 -2.15886 -1.09030
H -0.30843 -1.10364 -2.98785
H -1.47401 -0.72120 -1.48973
H 1.75291 1.48300 1.04255
H 2.44029 0.72683 -0.54333
```

Computed properties:
Molecular weight in Da: 126.2
SMILES string: C1C[C@]23CCO[C@]2(C3)O1
2S+1: 1

=====

Going by the energies, two) is most stable and the next is 10.3 kJ/mol up.